This record from the OMol25 dataset describes a 2-piece molecular cluster, CH4O overall at a distorted geometry. The level of theory is ωB97M-V with the def2-TZVPD basis set.

HOMO-LUMO gap   0.3706 Ha
Total charge   0
Calculated total energy   -3146.496 eV
Energy relative to the best compared isomer or geometry (same formula, charge and spin)   2.317 eV

Last column: Löwdin charge in e.
Positions of all 6 atoms, in Å:
O1 -0.123 -0.060 -1.111  -0.21
C1 0.264 0.137 0.179  -0.34
H1 -0.579 0.527 0.834  0.07
H2 0.631 -0.792 0.904  0.11
H3 1.135 0.847 0.126  0.08
H4 -1.327 -0.659 -0.932  0.29

***

This record from the OMol25 dataset describes C18H34NOPSTa as an isolated structure. The level of theory is ωB97M-V with the def2-TZVPD basis set.

HOMO-LUMO gap   0.2922 Ha
Total charge   +1
Calculated total energy   -44424.848 eV
Energy relative to the best compared isomer or geometry (same formula, charge and spin)   0.054 eV

Last column: Löwdin charge in e.
Positions of all 57 atoms, in Å:
Ta1 -0.750 -0.192 0.364  1.23
S1 -3.403 -0.912 -1.098  0.93
P1 0.561 -0.022 2.568  0.97
O1 -2.603 -1.189 0.199  -0.67
N1 -0.900 1.473 -0.250  -0.21
C1 -0.264 -2.677 2.460  -0.13
C2 -1.347 5.226 -2.011  -0.09
C3 -1.035 2.721 -0.819  -0.40
C4 -0.348 0.811 3.940  -0.54
C5 -4.264 0.615 -0.763  -0.22
C6 -1.014 2.850 -2.212  -0.04
C7 -4.752 -2.071 -0.960  -0.22
C8 0.826 -1.789 3.067  -0.52
C9 2.934 1.032 3.734  -0.09
C10 -0.474 2.310 3.669  -0.10
C11 0.969 -2.047 4.567  -0.09
C12 -1.172 4.097 -2.797  -0.08
C13 -1.212 3.863 -0.032  -0.04
C14 2.241 0.731 2.406  -0.53
C15 -1.740 0.197 4.102  -0.11
C16 0.845 -0.907 -0.532  -0.28
C17 -1.364 5.103 -0.629  -0.08
C18 2.245 1.952 1.483  -0.11
H1 -4.768 0.546 0.199  0.08
H2 3.947 1.385 3.536  0.09
H3 0.485 2.822 3.705  0.06
H4 -2.322 0.310 3.181  0.07
H5 2.421 1.820 4.288  0.07
H6 -1.468 6.196 -2.473  0.10
H7 -0.858 1.967 -2.820  0.11
H8 -1.223 3.763 1.045  0.09
H9 -1.120 2.765 4.421  0.09
H10 1.725 2.800 1.926  0.07
H11 -0.112 -3.716 2.760  0.09
H12 0.024 -1.903 5.092  0.07
H13 2.789 -0.066 1.892  0.10
H14 -1.266 -2.391 2.782  0.07
H15 3.277 2.256 1.304  0.09
H16 1.779 1.732 0.523  0.05
H17 1.278 -3.080 4.729  0.09
H18 -1.496 5.981 -0.010  0.11
H19 -0.225 -2.680 1.363  0.04
H20 3.015 0.159 4.377  0.06
H21 0.222 0.656 4.860  0.11
H22 -2.283 0.717 4.891  0.09
H23 1.535 -0.354 -1.166  -0.04
H24 -1.152 4.186 -3.875  0.11
H25 1.713 -1.406 5.034  0.06
H26 -4.330 -3.071 -1.026  0.07
H27 -3.524 1.415 -0.770  0.04
H28 -5.421 -1.900 -1.803  0.07
H29 -1.713 -0.860 4.362  0.06
H30 -4.981 0.770 -1.570  0.08
H31 1.070 -1.979 -0.545  -0.04
H32 -0.919 2.487 2.687  0.05
H33 -5.268 -1.929 -0.013  0.07
H34 1.767 -2.044 2.568  0.11

***

What is the formula in the second record?
C18H34NOPSTa